# 1
9
Properties=species:S:1:pos:R:3:forces:R:3:nbo_charge:R:1 method="wB97M-V/def2-TZVPD" total_charge=0 energy_ev=-29686.5485
F 2.329777 -0.614024 0.242296 -0.7 0.7 0.1 -0.3368
C 1.136643 0.096432 0.379679 0.4 -0.5 1.0 0.1140
Cl 1.307538 1.733105 -0.247951 0.2 0.0 0.0 -0.0029
C 0.100818 -0.666717 -0.335539 -3.3 -1.2 -2.2 0.0010
N -1.187544 -0.496384 -0.548690 3.1 0.0 1.2 -0.5085
S -1.908087 0.760083 0.285661 -0.8 0.5 -0.2 0.1924
H 0.899167 0.138907 1.456977 0.3 0.3 -0.3 0.2041
H 0.402607 -1.563124 -0.869792 0.7 0.1 0.1 0.2129
H -3.080923 0.611723 -0.362644 0.1 0.1 0.3 0.1237

***

# 2
8
Properties=species:S:1:pos:R:3:forces:R:3:nbo_charge:R:1 method="wB97M-V/def2-TZVPD" smiles="CC1=NN1Cl" total_charge=0 energy_ev=-17620.9765
C 0.671493 -0.342927 -0.927447 0.5 0.9 3.1 -0.6933
C -0.370883 -0.230735 0.145828 -0.8 0.7 1.1 0.4013
N -1.588973 -0.190407 0.425123 -1.7 -0.2 -3.0 -0.2231
N -0.758757 0.057887 1.513043 2.9 -1.7 1.9 -0.2869
Cl -0.534901 1.721266 1.983747 -0.1 1.3 -0.1 0.0029
H 0.402321 -1.335672 -1.302161 0.7 0.5 -1.0 0.2681
H 1.701589 -0.287994 -0.358371 -1.9 -0.3 -1.6 0.2571
H 0.478112 0.608581 -1.479763 0.5 -1.3 -0.4 0.2738

***

# 3
9
Properties=species:S:1:pos:R:3:forces:R:3:nbo_charge:R:1 method="wB97M-V/def2-TZVPD" total_charge=0 energy_ev=-19668.9338
H 1.859829 1.450037 -1.316294 0.2 0.8 -1.0 0.3658
N 1.747828 0.948132 -0.470806 1.0 -0.7 1.1 -0.5994
C 0.709256 0.293581 -0.447108 -2.1 -1.2 2.3 0.2792
Cl -0.554376 0.399762 -1.647360 0.5 0.8 -0.9 -0.0043
C 0.156301 -0.559068 0.872061 0.9 3.0 -0.4 -0.3889
N -0.512848 -1.725952 0.367867 -1.3 -2.0 -0.9 0.1097
O -1.422673 -1.627641 -0.431735 0.8 0.0 1.9 -0.2497
H -0.405952 0.232380 1.499596 0.2 -1.3 -1.3 0.2492
H 0.941840 -0.947734 1.556395 -0.2 0.5 -0.9 0.2384

***

# 4
9
Properties=species:S:1:pos:R:3:forces:R:3:nbo_charge:R:1 method="wB97M-V/def2-TZVPD" spin_multiplicity=3 total_charge=0 energy_ev=-19666.6177
C 0.157821 0.235039 -0.868303 1.1 0.7 -0.3 0.7988
C 0.949268 1.961291 2.155938 0.3 1.5 5.9 -0.4334
N 0.573666 0.914049 0.073343 -0.7 -0.9 1.1 -0.3177
N 0.406504 1.137869 1.376279 -2.0 -3.6 -6.5 -0.0276
O 0.096947 -0.315893 -1.915286 -0.4 0.4 1.4 -0.4682
Cl -2.327597 -4.810191 -2.564902 0.8 1.9 -1.2 -0.2937
H 0.460626 1.834372 3.179380 1.3 0.8 -1.2 0.2240
H 1.536113 2.760544 1.820118 0.5 1.2 -0.3 0.2237
H -1.853350 -3.717081 -3.256565 -0.8 -1.9 1.2 0.2941

***

# 5
11
Properties=species:S:1:pos:R:3:forces:R:3:nbo_charge:R:1 method="wB97M-V/def2-TZVPD" smiles=Cn1nnnc1SCl total_charge=0 energy_ev=-31438.5717
C 0.089955 -0.090893 -0.039087 1.9 1.9 -2.2 -0.4027
N -0.835251 -0.143878 -1.169129 0.0 -2.5 0.3 -0.2028
N -1.797489 0.682907 -1.580619 0.8 2.0 1.1 -0.0600
N -2.343906 0.168570 -2.584011 -1.1 0.1 -1.0 -0.0484
N -1.871685 -1.044341 -2.869536 1.1 -1.2 1.2 -0.3060
C -0.963142 -1.270801 -1.907466 -0.7 0.6 -1.7 0.1199
S -0.042139 -2.712875 -1.570980 0.4 0.2 0.3 0.3061
Cl -0.562880 -3.974141 -3.019626 -0.2 0.0 -0.3 -0.0779
H -0.288972 0.492572 0.768850 -0.4 0.2 0.5 0.2384
H 0.282860 -1.112237 0.213124 0.2 -0.4 0.7 0.2120
H 1.099050 0.394324 -0.432987 -2.0 -1.0 1.0 0.2215

***

# 6
11
Properties=species:S:1:pos:R:3:forces:R:3:nbo_charge:R:1 method="wB97M-V/def2-TZVPD" total_charge=0 energy_ev=-31437.3562
H -0.403108 -0.927527 -1.387146 0.0 0.3 0.3 0.3572
N -0.732671 0.026349 -1.237344 -0.1 1.1 0.4 -0.6820
C -0.652333 0.486634 -0.046574 -1.6 0.0 -1.3 0.5355
N -1.040910 1.794702 0.298906 0.3 -1.0 1.0 -0.8304
N -0.287707 -0.271599 1.084570 -1.4 1.4 0.7 -0.4550
C 0.589541 -1.063926 0.815947 1.7 -1.5 0.5 0.2880
S 1.624518 -2.305799 1.387714 0.3 0.0 -0.1 0.3703
N 1.315328 -1.537833 -0.246927 0.9 -0.7 -0.8 -0.4956
Cl 2.534144 -0.490866 -0.982393 -0.4 -0.3 0.7 0.1384
H -1.928735 1.894242 0.782477 0.4 -0.4 0.2 0.3905
H -1.018069 2.395624 -0.469230 -0.1 0.9 -1.5 0.3831